{"formula": "C21H29Cl3N4RuSb", "method": "the ωB97M-V functional and the def2-TZVPD basis", "species": ["C", "H", "H", "C", "C", "H", "H", "C", "H", "H", "C", "C", "H", "C", "H", "H", "N", "Cl", "C", "H", "Cl", "H", "N", "C", "C", "Cl", "H", "C", "H", "Ru", "C", "C", "N", "H", "H", "H", "H", "H", "H", "H", "C", "H", "H", "H", "H", "Sb", "H", "C", "H", "H", "C", "C", "C", "N", "H", "C", "C", "C", "H"], "xyz": [[-2.63, 0.62, -2.35], [-1.99, 0.96, -3.16], [0.42, 4.64, 2.87], [1.98, 3.54, 0.37], [2.02, 0.05, 2.09], [-0.92, 3.58, 3.36], [0.60, 0.10, 4.22], [-0.07, 0.06, 3.36], [1.13, -4.62, 4.05], [-0.69, 4.91, -0.90], [0.43, -4.67, 2.02], [0.24, -2.54, 0.92], [-0.26, -4.43, 0.02], [-1.19, -1.37, -2.16], [0.76, 3.01, 3.49], [2.24, 3.23, -0.64], [-0.10, -1.71, -0.11], [0.10, 3.23, -3.46], [-2.67, -0.67, -0.28], [-0.91, -0.59, 3.60], [1.41, 1.15, -5.02], [-0.74, -2.83, -5.17], [0.61, -0.45, 2.15], [1.39, 1.25, -2.40], [0.94, -2.65, 3.23], [3.00, 3.03, -3.48], [1.21, -3.68, -1.46], [0.47, -3.15, -2.04], [2.68, 3.08, 1.07], [-0.21, 0.39, 0.14], [-0.28, -2.13, -1.41], [0.60, -1.90, 2.12], [-1.89, -0.33, -1.49], [-2.35, -0.05, 0.60], [1.25, -2.16, 4.15], [2.43, -0.07, 1.09], [2.04, 1.10, 2.38], [2.07, 4.62, 0.44], [-3.53, 0.16, -2.76], [2.66, -0.51, 2.79], [-1.35, -1.63, -3.52], [0.91, -4.15, -3.86], [-2.57, -1.71, -0.01], [-2.12, 4.52, 0.08], [0.32, -5.75, 2.01], [-0.02, 2.98, 0.87], [-0.81, 5.51, 0.76], [-0.60, -2.63, -4.12], [-2.06, -1.08, -4.11], [-2.91, 1.48, -1.75], [0.31, -3.39, -3.38], [-1.04, 4.68, 0.10], [1.50, 2.13, -3.57], [1.30, 0.56, -1.48], [-3.72, -0.44, -0.44], [0.12, -3.94, 0.90], [0.87, -4.03, 3.18], [0.07, 3.61, 2.90], [-0.45, 1.06, 3.18]], "lowdin_charge": [-0.056, 0.072, 0.026, -0.290, -0.057, 0.024, 0.106, -0.056, 0.126, -0.006, -0.030, -0.196, 0.120, -0.202, 0.007, -0.040, 0.016, 0.661, -0.049, 0.109, 0.693, 0.124, -0.265, -0.332, 0.001, 0.705, 0.125, 0.001, 0.012, 0.845, -0.239, -0.199, -0.222, 0.065, 0.129, 0.080, 0.064, 0.029, 0.110, 0.105, -0.003, 0.124, 0.105, 0.012, 0.126, 1.270, 0.022, -0.027, 0.117, 0.096, -0.037, -0.294, -1.619, 0.142, 0.111, 0.014, -0.012, -0.297, 0.033], "s2": 1.146, "total_charge": 2, "e_lumo_ev": [-6.99, -7.88], "homo_energy_ev": [-13.7369, -14.3983], "e_tot_ha": -2751.69486, "spin_multiplicity": 2, "e_above_lowest_kcal_mol": 24.16, "orbital_gap_ev": [6.7445, 6.5191]}

---

{"formula": "C21H29F13N3O2", "method": "the ωB97M-V functional and the def2-TZVPD basis", "species": ["H", "H", "H", "H", "C", "H", "C", "F", "C", "H", "H", "N", "C", "H", "F", "H", "C", "F", "H", "C", "F", "C", "C", "H", "C", "C", "H", "F", "H", "H", "F", "C", "H", "C", "F", "H", "O", "H", "C", "O", "C", "C", "H", "H", "F", "H", "C", "N", "H", "F", "C", "F", "H", "H", "H", "H", "H", "F", "C", "H", "F", "C", "N", "H", "F", "C", "H", "C"], "xyz": [[1.60, 1.41, -1.05], [3.78, -2.92, 4.74], [2.41, -2.88, 3.63], [1.00, 1.03, 1.83], [-0.37, -2.22, -4.82], [3.38, 1.17, 1.15], [-1.33, 2.42, 0.53], [1.27, -2.04, -3.05], [-3.25, 0.75, 2.55], [0.11, -2.03, 0.30], [-1.99, 0.80, -0.72], [-1.26, 2.15, 1.99], [-1.41, -1.74, -1.15], [-2.76, 4.03, 0.44], [-0.61, -0.36, -2.94], [2.83, 0.19, 6.15], [-1.72, 0.84, 2.49], [-0.48, -3.26, -5.67], [-0.17, 1.02, 3.97], [-0.25, 3.49, 0.23], [1.81, 0.54, -3.22], [2.84, -0.98, 4.49], [-0.15, -1.24, -0.41], [0.71, -1.14, -1.06], [-1.22, 0.74, 3.95], [1.72, 0.50, -4.55], [1.60, -0.47, 1.21], [0.53, 0.99, -4.93], [-3.66, 1.63, 3.03], [-0.43, 1.42, -1.15], [-2.53, -2.78, -4.21], [-1.51, -1.34, -2.61], [-0.65, 4.47, 0.46], [1.96, 1.14, -0.07], [-2.74, -0.80, -2.85], [3.59, -1.35, 6.39], [2.26, -0.17, 3.78], [-3.70, 0.62, 1.57], [1.07, 0.44, 0.93], [-1.65, 3.14, 2.69], [-1.05, 1.15, -0.31], [1.94, -0.94, -5.08], [0.62, 3.32, 0.86], [-1.80, 1.36, 4.61], [-0.92, -3.65, -3.03], [-1.96, -1.01, 1.43], [-0.33, 0.02, 0.45], [3.12, -0.70, 5.79], [-3.53, 2.44, 0.46], [1.69, -0.96, -6.42], [-1.15, -0.34, 1.70], [3.25, -1.21, -4.87], [3.96, -2.18, 3.14], [-1.28, -0.30, 4.27], [-1.49, -2.81, -1.01], [-2.72, 3.02, -0.97], [-3.49, -0.10, 3.17], [1.77, -3.24, -4.81], [-1.33, -2.52, -3.63], [-0.48, -0.91, 2.33], [2.69, 1.27, -5.07], [-2.67, 3.01, 0.11], [3.16, 1.46, 0.19], [-2.27, -1.30, -0.66], [-0.80, -1.12, -5.46], [1.15, -2.10, -4.41], [0.02, 3.49, -0.82], [3.28, -2.33, 3.98]], "lowdin_charge": [0.084, 0.071, 0.085, 0.109, -0.331, 0.044, -0.445, 0.138, -0.026, 0.126, 0.114, -0.137, -0.040, 0.080, 0.091, 0.110, -0.462, 0.155, 0.075, -0.011, 0.168, -0.585, -0.105, 0.106, -0.025, -0.532, 0.116, 0.180, 0.088, 0.101, 0.146, -0.384, 0.078, -0.237, 0.110, 0.096, 0.025, 0.074, -0.121, 0.007, -0.063, -0.317, 0.082, 0.081, 0.147, 0.119, -0.411, 0.161, 0.072, 0.163, -0.066, 0.154, 0.088, 0.085, 0.126, 0.095, 0.089, 0.151, -0.335, 0.118, 0.180, -0.021, 0.104, 0.116, 0.161, -0.299, 0.086, -0.003], "s2": 0.754, "e_lumo_ev": [0.41, 0.41], "homo_energy_ev": [-8.2316, -9.3789], "e_tot_ha": -2430.56626, "spin_multiplicity": 2, "orbital_gap_ev": [8.6413, 9.7876]}

---

{"formula": "C21H29FeN4O4S", "method": "the ωB97M-V functional and the def2-TZVPD basis", "species": ["H", "C", "Fe", "C", "H", "S", "H", "O", "H", "H", "H", "H", "N", "C", "H", "H", "H", "C", "C", "C", "H", "C", "H", "C", "H", "C", "H", "H", "H", "H", "C", "H", "N", "C", "C", "H", "H", "N", "C", "C", "O", "H", "H", "H", "H", "H", "C", "H", "H", "O", "H", "C", "C", "C", "C", "H", "C", "O", "N", "C"], "xyz": [[-0.30, 0.29, -8.93], [-0.22, -1.03, -5.29], [0.16, 0.34, -0.29], [-0.84, -1.32, -7.61], [2.69, 4.48, 4.35], [0.98, -0.36, -2.40], [4.30, 3.77, 4.26], [0.40, 0.95, 1.63], [-1.23, -2.74, -6.06], [-3.65, 1.08, 0.93], [-2.13, 1.39, 1.78], [1.97, 2.08, -1.82], [-1.94, 0.10, 0.15], [-0.80, -1.78, -6.30], [0.64, -2.59, -1.17], [3.45, 1.78, 3.10], [1.28, 1.93, -5.14], [-0.97, 2.89, -0.21], [0.77, -2.32, -0.13], [-0.28, -0.08, -7.91], [-2.91, 3.39, 0.56], [-0.29, -2.50, 0.75], [-0.21, -1.42, -4.28], [0.34, 0.20, -5.60], [-1.25, -2.85, 0.37], [2.71, 2.50, 3.46], [1.59, 4.70, 1.51], [0.75, 3.17, 2.77], [3.58, 5.53, 2.31], [0.74, 1.64, -7.16], [3.35, 3.85, 3.74], [4.39, 4.03, 1.84], [0.97, 1.09, -4.67], [-2.59, 1.29, 0.79], [2.02, -1.94, 0.36], [-2.10, -0.70, 0.76], [3.18, -1.50, 2.10], [2.30, 3.98, 1.61], [1.15, -1.97, 2.60], [-2.43, 2.59, 0.01], [2.04, 1.58, 0.32], [1.30, -1.87, 3.67], [-0.92, -2.51, 2.81], [-1.29, -1.91, -8.38], [1.98, 2.95, -3.32], [2.52, 3.66, 0.66], [1.39, 1.71, 1.38], [2.21, 2.07, 4.33], [2.85, -1.81, -0.33], [-0.39, 2.01, -1.00], [-2.91, 2.50, -0.97], [2.20, -1.77, 1.72], [1.70, 2.82, 2.36], [-0.10, -2.33, 2.12], [3.53, 4.45, 2.36], [-2.43, -0.12, -0.72], [0.30, 0.68, -6.91], [-0.35, 3.82, 0.27], [1.88, 2.08, -2.83], [1.26, 1.04, -3.39]], "lowdin_charge": [0.119, -0.050, 0.909, -0.057, 0.132, 0.831, 0.134, -0.034, 0.115, 0.132, 0.122, 0.063, -0.002, -0.058, 0.077, 0.135, 0.155, -0.571, -0.201, -0.052, 0.136, -0.115, 0.038, -0.216, 0.120, -0.092, 0.174, 0.171, 0.139, 0.119, -0.134, 0.141, 0.104, -0.179, -0.105, 0.091, 0.119, 0.115, -0.055, -0.065, -0.007, 0.121, 0.121, 0.117, 0.136, 0.161, -0.582, 0.138, 0.116, -0.170, 0.136, -0.065, -0.159, -0.066, -0.070, 0.126, -0.021, 0.094, 0.146, -0.680], "s2": 8.762, "total_charge": 2, "e_lumo_ev": [-4.82, -7.52], "homo_energy_ev": [-13.6549, -13.6513], "e_tot_ha": -2999.09359, "spin_multiplicity": 6, "e_above_lowest_kcal_mol": 7.65, "orbital_gap_ev": [8.8303, 6.1302]}

---

{"formula": "C21H29GaNO3S3Si2", "method": "the ωB97M-V functional and the def2-TZVPD basis", "species": ["H", "H", "C", "S", "C", "C", "C", "Si", "H", "H", "C", "H", "C", "H", "H", "S", "C", "H", "H", "C", "H", "Ga", "H", "C", "C", "H", "C", "H", "Si", "H", "H", "C", "H", "H", "O", "C", "H", "O", "O", "C", "C", "S", "H", "H", "H", "H", "C", "H", "H", "H", "H", "H", "H", "C", "C", "N", "C", "C", "C", "H"], "xyz": [[-8.10, -13.84, 2.30], [-2.69, -8.98, 5.84], [-7.46, -14.71, 2.25], [-2.60, -11.70, 7.40], [-2.49, -20.61, 8.53], [-0.21, -20.91, 5.60], [-0.58, -17.90, 6.87], [-3.61, -19.64, 7.38], [-5.08, -18.43, 9.01], [-2.07, -21.48, 8.00], [-2.69, -21.71, 4.19], [-3.45, -17.67, 9.06], [-3.33, -9.73, 5.25], [-2.82, -22.33, 5.08], [-3.00, -21.03, 9.38], [-6.32, -17.32, 5.08], [-0.98, -19.42, 3.12], [-0.14, -20.13, 2.81], [-1.53, -20.04, 8.80], [-5.77, -16.98, 2.27], [-1.67, -19.28, 2.28], [-4.08, -17.69, 4.86], [-5.87, -20.64, 7.72], [-6.18, -16.38, 1.09], [-0.34, -15.55, 6.67], [-4.61, -17.36, 7.82], [-1.62, -15.50, 6.08], [-7.20, -14.77, 0.08], [-1.66, -20.14, 4.74], [-7.54, -14.99, 4.41], [-0.54, -18.39, 3.27], [-2.04, -11.62, 5.84], [0.70, -20.22, 5.70], [-0.36, -21.39, 6.54], [-2.55, -10.84, 4.78], [-2.71, -18.93, 5.79], [-2.21, -22.26, 3.41], [-4.29, -18.32, 0.97], [-4.05, -18.53, 3.20], [0.17, -16.78, 7.03], [-1.87, -17.83, 6.24], [-0.57, -12.40, 5.53], [-4.91, -21.92, 6.90], [-3.70, -21.56, 3.79], [-5.79, -16.79, 0.17], [-3.73, -9.17, 4.37], [-4.63, -18.01, 2.12], [1.25, -16.84, 7.27], [-2.09, -14.56, 5.71], [0.16, -14.61, 6.87], [-4.15, -10.05, 5.87], [-5.47, -20.55, 6.01], [-0.19, -18.88, 7.02], [-5.06, -20.80, 6.99], [-7.17, -15.34, 3.44], [-2.36, -16.59, 5.82], [-4.22, -18.16, 8.37], [-6.99, -15.19, 1.09], [-6.36, -16.51, 3.50], [0.12, -21.74, 4.90]], "lowdin_charge": [0.107, 0.101, -0.125, 0.438, -0.190, -0.200, -0.049, 0.480, 0.041, 0.012, -0.165, 0.072, -0.173, 0.015, 0.020, 0.724, -0.176, 0.048, 0.057, -0.145, 0.021, 0.436, 0.028, -0.011, -0.066, -0.018, -0.100, 0.112, 0.509, 0.099, 0.048, -1.402, 0.060, -0.003, -0.275, -0.403, 0.009, 0.053, -0.093, -0.067, -0.396, 0.439, 0.047, 0.027, 0.110, 0.078, -0.485, 0.122, 0.080, 0.054, 0.035, 0.012, 0.068, -0.178, -0.119, 0.063, -0.178, -0.080, -0.578, 0.053], "total_charge": -1, "e_lumo_ev": 2.21, "homo_energy_ev": -3.6002, "e_tot_ha": -4796.57921, "e_above_lowest_kcal_mol": 17.10, "orbital_gap_ev": 5.8081}